This record from the OMol25 dataset describes C21H43N2OP3Yb as an isolated structure. The level of theory is wB97M-V/def2-TZVPD.

The energy above the lowest of the compared OMol25 structures with the same formula, charge and spin comes out at 47.62 kcal per mole. Its total charge is +3. As for the spin multiplicity: 2. The calculation puts the calculated total energy at -3192.498934 hartree.

Positions of all 71 atoms, in Å:
Yb1 -0.167100 -0.324480 -1.447202
P1 -3.046612 0.302363 -1.441085
P2 0.597587 -3.287941 -2.563236
P3 2.364102 -0.176789 -0.177060
O1 0.240311 1.065992 -2.949473
N1 -0.774273 -1.323471 0.854816
N2 -1.196144 -1.324325 3.029545
C1 3.902053 -0.305757 -1.169215
C2 -3.426148 2.014279 -0.852907
C3 2.663936 1.395568 0.712680
C4 -0.987202 -2.637387 1.280290
C5 0.274696 4.311723 0.388081
C6 -4.381835 -0.595623 -0.530870
C7 -1.025226 -4.061206 -2.715607
C8 -1.179720 2.441864 -5.952176
C9 -0.907071 -0.560656 1.950699
C10 -0.826599 2.148663 -4.646426
C11 1.477537 -3.074759 -4.111766
C12 -3.840050 0.370003 -3.109278
C13 1.653115 -3.971043 -1.271412
C14 0.156385 0.582986 -6.699572
C15 0.482316 0.252574 -5.356910
C16 -0.810026 0.913155 2.062903
C17 0.036514 1.104405 -4.277080
C18 -0.686236 1.670481 -7.012430
C19 -1.243396 -2.647308 2.623700
C20 2.745314 -1.355965 1.185702
C21 0.895116 4.522897 -0.794148
H1 2.337554 -2.350601 0.948849
H2 2.347332 -2.361428 -4.026161
H3 -3.317995 1.098570 -3.750614
H4 0.335352 4.563667 -1.739773
H5 4.033447 0.630999 -1.733472
H6 0.565659 -0.019654 -7.513732
H7 1.107115 -0.604139 -5.115478
H8 -4.180607 2.497139 -1.496691
H9 -4.115762 -1.663385 -0.502650
H10 -0.694146 -5.049364 -3.098260
H11 4.759549 -0.474433 -0.499251
H12 -1.304496 -0.981143 3.986870
H13 2.587098 -3.373827 -1.095496
H14 1.887416 -4.945822 -1.760763
H15 -3.767579 -0.630560 -3.567805
H16 -0.013092 1.180620 2.777330
H17 -2.495557 2.607730 -0.877397
H18 1.063555 -4.135200 -0.335865
H19 2.278625 -0.995378 2.114907
H20 -0.583227 1.315006 1.061765
H21 -1.493465 -4.030016 -1.701728
H22 -1.431929 -3.449645 3.317142
H23 -5.363342 -0.482902 -1.020417
H24 -1.762000 1.340919 2.426907
H25 3.838017 -1.419086 1.308091
H26 3.811310 -1.145261 -1.877659
H27 1.984425 4.525325 -0.877175
H28 -4.904405 0.649844 -3.028896
H29 -1.272700 2.646362 -3.783855
H30 -1.882617 3.245855 -6.161378
H31 -3.805085 1.983667 0.181320
H32 2.148145 2.230814 0.214431
H33 3.747822 1.582258 0.725159
H34 0.078803 -2.130162 -2.073887
H35 1.811604 -4.128187 -4.306081
H36 -4.446635 -0.220658 0.502166
H37 0.835967 4.171193 1.322448
H38 0.730218 -2.704284 -4.864742
H39 -0.970645 -3.492902 0.614184
H40 -0.816847 4.239155 0.454148
H41 2.291483 1.306234 1.743593
H42 -0.892371 1.898075 -8.080449
H43 -1.563944 -3.403040 -3.436095

Atoms 1-6, force components in eV/Å:
Yb -1.1 1.1 2.2
P -1.9 0.6 -0.1
P 0.1 -0.1 0.7
P 1.1 0.0 0.8
O 0.7 -0.7 -3.9
N 0.0 0.3 0.5